{"formula": "C4H10N3", "method": "wB97M-V/def2-TZVPD", "symbols": ["C", "C", "C", "C", "N", "N", "N", "H", "H", "H", "H", "H", "H", "H", "H", "H", "H"], "coordinates": [[-2.391, 0.267, -0.405], [-1.332, -0.372, 0.374], [0.141, 0.662, 0.661], [1.180, -0.381, 0.465], [2.349, 0.017, -0.540], [0.569, -1.542, -0.178], [-0.648, -1.453, -0.312], [-2.747, 1.141, 0.169], [-3.201, -0.446, -0.620], [-1.963, 0.733, -1.298], [-1.768, -0.816, 1.282], [0.103, 1.350, -0.209], [0.107, 0.997, 1.730], [1.739, -0.564, 1.333], [3.027, 0.519, 0.028], [2.080, 0.688, -1.387], [2.756, -0.802, -1.094]], "multiplicity": 1, "homo_lumo_gap_ev": 9.84, "de_lowest_kcal_mol": 75.03, "charge": 1}